Record 1
{
  "formula": "C14H22CeI2NO3P2S2",
  "method": "ωB97M-V/def2-TZVPD",
  "spin_multiplicity": 2,
  "e_lumo_ev": [-8.25, -8.10],
  "charge": 2,
  "largest_force_ev_per_a": 5.09,
  "homo_ev": [-13.967, -14.578],
  "elements": ["C", "O", "H", "O", "H", "H", "O", "H", "C", "C", "I", "H", "C", "H", "C", "H", "Ce", "N", "P", "C", "H", "C", "S", "H", "I", "H", "S", "H", "H", "C", "H", "H", "H", "C", "C", "H", "C", "H", "C", "H", "H", "C", "H", "H", "C", "P", "H"],
  "xyz": [[0.03019, -0.58612, -3.66666], [-4.36795, 0.42763, -1.26843], [-5.42226, -2.30019, 0.76365], [-5.07540, 1.50822, 0.89924], [2.41243, 3.30225, 1.50900], [1.14044, 2.06486, -4.88959], [-0.75756, -1.47495, -0.21586], [-0.02783, 2.46671, -3.56958], [3.80133, 0.48511, 2.12764], [1.02610, -0.07628, 2.86026], [-0.46066, 2.85793, -0.68715], [-0.08443, 0.21098, 2.75898], [-4.42751, -2.19184, 1.19979], [2.34335, 2.74360, 3.22227], [1.88462, 2.66190, 2.23175], [0.24094, -1.60149, -3.30300], [1.86685, 0.72688, -0.84933], [-2.62502, 1.17526, 0.39517], [1.30402, 0.51956, -3.22442], [-2.44659, -0.84963, 1.58915], [-0.82315, -1.88326, 2.62159], [-3.82433, -3.28208, 1.84907], [-0.16666, 0.75127, 0.97768], [1.11291, -1.13423, 2.60607], [3.23874, -1.71730, -0.70513], [3.88834, -0.59756, 2.08087], [-4.28169, 0.52921, 0.18201], [2.77304, 0.22307, -4.95272], [0.83019, 2.96721, 2.27176], [-3.75358, -0.97332, 1.08314], [-0.93545, -0.26073, -3.25403], [1.28665, 0.15857, 3.87683], [1.69236, 2.88892, -3.38829], [0.99426, 2.15438, -3.81460], [-1.92358, 0.36721, 1.09571], [3.02958, -1.07043, -3.71650], [0.13123, -0.70495, -0.36813], [-4.34004, -4.24082, 1.92653], [-2.53867, -3.13417, 2.38028], [4.43454, 0.96408, 1.38123], [3.96016, 0.88561, 3.12553], [2.86921, -0.00141, -3.89128], [0.01484, -0.56161, -4.75627], [3.71250, 0.55169, -3.45302], [-1.84490, -1.93196, 2.23774], [2.16333, 0.96311, 1.84513], [-2.05488, -3.98088, 2.87594]]
}

Record 2
{
  "formula": "C5H13ClNOP",
  "method": "ωB97M-V/def2-TZVPD",
  "spin_multiplicity": 1,
  "de_lowest_kcal_mol": 100.3,
  "e_lumo_ev": [-0.77, -0.77],
  "largest_force_ev_per_a": 5.22,
  "homo_ev": [-7.677, -7.679],
  "elements": ["P", "H", "H", "N", "Cl", "O", "H", "H", "C", "H", "H", "H", "C", "H", "C", "H", "H", "C", "H", "H", "H", "C"],
  "xyz": [[0.74923, 0.33687, 1.21096], [-1.39263, 2.57817, 1.12283], [1.42926, -2.61191, 0.81875], [0.12110, 1.45632, -0.01665], [-4.69495, -0.53764, -0.09256], [-0.41223, -0.26673, 1.94531], [-0.30359, -2.14625, -0.28175], [-3.65325, -0.28320, 0.66310], [2.01981, -1.84530, 0.67120], [0.38148, -1.93239, -1.81697], [-1.60681, 0.94275, 0.62093], [1.79954, -0.40787, -1.00314], [0.04442, -1.42614, -0.87710], [2.33082, -1.45062, 1.63821], [0.76129, 2.23234, -0.82760], [-0.75374, -0.61755, -1.01451], [2.92411, -2.28252, 0.30376], [1.24271, -0.83731, -0.18578], [1.70192, 2.04266, -1.12812], [0.34254, 3.15369, -1.32353], [-1.83126, 2.06385, -0.70438], [-1.19977, 1.83880, 0.27704]]
}

Record 3
{
  "formula": "C2H2IO2",
  "method": "ωB97M-V/def2-TZVPD",
  "spin_multiplicity": 1,
  "de_lowest_kcal_mol": 21.3,
  "e_lumo_ev": 3.37,
  "charge": -1,
  "largest_force_ev_per_a": 2.53,
  "homo_ev": -3.031,
  "elements": ["O", "C", "H", "H", "I", "C", "O"],
  "xyz": [[0.13408, -1.98644, 0.29197], [0.17519, 0.82634, -0.19552], [-0.07897, 1.73939, 0.50016], [0.19338, 1.01170, -1.26788], [2.30322, 0.53986, 0.23427], [-0.79081, -1.21026, 0.26735], [-1.93610, -0.92059, 0.16963]]
}

> What is the formula in the first record?

C14H22CeI2NO3P2S2